# 1
18
Properties=species:S:1:pos:R:3 method="wB97M-V/def2-TZVPD" charge=0 de_lowest_ev=3.997 e_homo_ev=-7.4 total_energy_ha=-847.1628 e_lumo_ev=-0.78
C 2.264 0.639 1.295
C -1.757 0.382 -1.719
C -1.700 -1.862 0.615
C 2.079 0.880 -0.208
Si -1.345 -0.106 0.077
S 1.572 -0.636 -1.172
H 3.217 0.056 1.394
H 2.475 1.506 1.913
H 1.474 0.060 1.877
H -1.232 1.360 -1.978
H -1.460 -0.133 -2.641
H -2.810 0.546 -1.812
H -2.806 -1.835 0.981
H -1.756 -2.690 -0.130
H -1.063 -2.073 1.504
H 3.064 1.092 -0.665
H 1.178 1.591 -0.128
H -1.395 1.222 0.796


# 2
72
Properties=species:S:1:pos:R:3 method="wB97M-V/def2-TZVPD" charge=+2 e_homo_ev="-12.7 / -12.4" total_energy_ha=-2602.5447 e_lumo_ev="-8.61 / -8.79"
Pt -1.754 0.835 0.313
C 0.111 4.182 2.459
O -0.078 3.662 3.791
C -0.512 2.461 4.092
C -0.606 2.178 5.470
C -1.069 0.969 5.900
C -1.500 0.002 4.965
C -1.416 0.232 3.614
C -1.850 -0.809 2.716
N -1.804 -0.797 1.436
N -2.146 -1.955 0.765
C -2.460 -1.700 -0.449
O -2.611 -0.459 -0.883
C -2.670 -2.800 -1.398
C -3.049 -2.509 -2.708
C -3.206 -3.536 -3.625
C -2.975 -4.848 -3.239
C -2.591 -5.138 -1.935
C -2.445 -4.119 -1.011
C -0.899 1.455 3.124
O -0.752 1.698 1.869
H 0.482 5.189 2.611
H 0.834 3.587 1.913
H -0.833 4.209 1.920
H -0.309 2.952 6.165
H -1.113 0.751 6.958
H -1.905 -0.939 5.318
H -2.252 -1.715 3.163
H -3.218 -1.481 -2.997
H -3.511 -3.313 -4.639
H -3.090 -5.651 -3.956
H -2.409 -6.163 -1.638
H -2.158 -4.335 0.009
I -4.249 2.124 1.789
C -4.011 3.573 0.280
I -2.402 3.086 -1.047
H -3.782 4.529 0.732
H -4.916 3.614 -0.312
C 1.780 -4.325 -2.049
C 2.073 -3.304 -2.944
C 1.727 -1.994 -2.645
C 1.093 -1.720 -1.435
C 0.779 -2.743 -0.539
C 1.137 -4.047 -0.849
Sb 0.643 0.272 -0.980
C 1.530 1.403 -2.505
C 2.919 1.350 -2.608
C 3.546 2.071 -3.615
C 2.795 2.834 -4.502
C 1.413 2.886 -4.391
C 0.773 2.171 -3.386
C 1.972 0.708 0.594
C 2.514 1.990 0.678
C 3.421 2.289 1.685
C 3.776 1.317 2.613
C 3.220 0.046 2.542
C 2.313 -0.263 1.535
H 2.050 -5.345 -2.290
H 2.573 -3.524 -3.878
H 1.964 -1.201 -3.344
H 0.261 -2.540 0.390
H 0.913 -4.844 -0.153
H 3.509 0.759 -1.918
H 4.624 2.037 -3.704
H 3.292 3.394 -5.283
H 0.831 3.479 -5.084
H -0.307 2.215 -3.300
H 2.246 2.749 -0.049
H 3.858 3.278 1.742
H 4.484 1.555 3.397
H 3.503 -0.713 3.260
H 1.897 -1.261 1.480


# 3
119
Properties=species:S:1:pos:R:3 method="wB97M-V/def2-TZVPD" charge=-1 e_homo_ev=-4.4 total_energy_ha=-6233.9125 e_lumo_ev=1.46
Ba 0.102 -0.309 0.060
C -3.385 -2.616 -0.576
C -3.116 -2.315 0.852
C -3.947 -2.597 1.940
C -3.281 -2.090 3.033
C -3.711 -2.117 4.461
N -2.125 -1.546 2.596
N -2.009 -1.702 1.249
B -1.044 -0.861 3.467
N 0.304 -1.597 3.300
N 1.020 -1.622 2.142
C 2.055 -2.431 2.357
C 3.056 -2.764 1.306
C 2.031 -2.912 3.668
C 0.898 -2.368 4.230
C 0.362 -2.584 5.606
N -0.948 0.658 3.193
N -0.446 1.193 2.046
C -0.608 2.510 2.131
C -0.180 3.452 1.063
C -1.211 2.841 3.347
C -1.408 1.641 3.993
C -2.028 1.418 5.330
H -3.792 -3.622 -0.685
H -2.469 -2.550 -1.157
H -4.102 -1.915 -1.003
H -4.905 -3.085 1.926
H -4.675 -2.620 4.529
H -3.819 -1.116 4.873
H -2.999 -2.652 5.087
H -1.380 -0.989 4.602
H 2.630 -2.684 0.309
H 3.412 -3.784 1.443
H 3.920 -2.100 1.344
H 2.734 -3.579 4.132
H 1.047 -3.226 6.157
H -0.615 -3.065 5.582
H 0.256 -1.646 6.149
H -0.461 3.119 0.062
H 0.900 3.589 1.077
H -0.638 4.427 1.230
H -1.471 3.822 3.702
H -2.184 2.382 5.812
H -1.398 0.807 5.973
H -2.996 0.923 5.247
I 2.756 2.232 -0.982
I 3.129 4.907 -0.647
S 5.082 -1.138 -1.371
C 3.533 -0.737 -1.220
N 2.388 -0.462 -1.126
N -4.831 3.556 -1.500
C -4.603 2.746 -0.426
C -3.440 1.945 -0.401
N -3.185 1.134 0.595
C -4.091 1.083 1.584
C -5.224 1.865 1.549
N -5.495 2.709 0.551
H -4.054 3.754 -2.108
H -5.545 4.260 -1.399
H -2.727 2.013 -1.212
H -3.888 0.411 2.403
H -5.949 1.824 2.352
C -1.910 -4.871 -2.914
C -0.933 -4.977 -4.044
C -0.879 -6.156 -4.783
C -0.024 -6.289 -5.863
C 0.790 -5.228 -6.220
C 0.741 -4.051 -5.491
C -0.105 -3.905 -4.397
Sb -0.136 -2.041 -3.276
C 1.454 -1.140 -4.372
C 1.224 0.026 -5.091
C 2.276 0.691 -5.708
C 3.562 0.193 -5.590
C 3.793 -0.959 -4.857
C 2.752 -1.641 -4.240
C 3.052 -2.881 -3.446
C -1.921 -1.223 -4.162
C -2.764 -0.592 -3.251
C -4.021 -0.134 -3.607
C -4.454 -0.307 -4.909
C -3.615 -0.905 -5.835
C -2.348 -1.366 -5.486
C -1.490 -1.984 -6.554
H -2.427 -5.816 -2.751
H -2.660 -4.112 -3.132
H -1.415 -4.590 -1.984
H -1.525 -6.980 -4.506
H 0.004 -7.214 -6.422
H 1.462 -5.312 -7.064
H 1.376 -3.225 -5.788
H 0.228 0.448 -5.132
H 2.091 1.609 -6.243
H 4.393 0.715 -6.047
H 4.804 -1.328 -4.737
H 4.109 -2.920 -3.190
H 2.792 -3.789 -3.999
H 2.492 -2.897 -2.509
H -2.439 -0.435 -2.228
H -4.641 0.370 -2.877
H -5.430 0.048 -5.214
H -3.942 -1.011 -6.863
H -1.806 -1.632 -7.537
H -1.562 -3.074 -6.546
H -0.440 -1.723 -6.419
C -3.044 3.075 -5.097
Si -1.382 3.619 -4.388
C -1.586 5.412 -3.830
C -0.183 3.652 -5.842
Se -0.659 2.327 -2.746
H -3.415 3.774 -5.845
H -3.799 2.973 -4.320
H -2.938 2.098 -5.565
H -1.940 6.038 -4.648
H -0.632 5.804 -3.482
H -2.291 5.500 -3.004
H -0.481 4.384 -6.592
H -0.147 2.675 -6.320
H 0.819 3.897 -5.496


# 4
95
Properties=species:S:1:pos:R:3 method="wB97M-V/def2-TZVPD" charge=-1 de_lowest_ev=1.862 e_homo_ev=-4.4 total_energy_ha=-2966.2231 e_lumo_ev=2.03
Ba -1.297 -1.084 -1.244
C -1.121 3.361 0.091
O -0.090 2.522 -0.354
C 1.185 3.002 -0.375
C 1.583 4.218 0.152
C 2.916 4.601 0.102
C 3.868 3.749 -0.426
C 3.490 2.516 -0.925
C 2.152 2.138 -0.945
N 1.772 0.854 -1.316
N 0.800 0.637 -2.083
C 0.246 1.603 -2.871
C -1.181 1.598 -2.967
O -1.901 0.728 -2.405
C -1.779 2.717 -3.641
C -1.047 3.703 -4.213
C 0.369 3.656 -4.222
C 1.127 4.618 -4.904
C 2.494 4.536 -4.951
C 3.131 3.423 -4.396
C 2.408 2.452 -3.755
C 1.018 2.581 -3.565
H -1.017 3.590 1.158
H -2.042 2.807 -0.086
H -1.151 4.290 -0.490
H 0.862 4.877 0.613
H 3.202 5.568 0.493
H 4.910 4.036 -0.440
H 4.223 1.835 -1.330
H -2.860 2.746 -3.656
H -1.534 4.538 -4.701
H 0.611 5.428 -5.403
H 3.073 5.296 -5.458
H 4.203 3.328 -4.484
H 2.905 1.557 -3.416
S -4.600 -3.572 -4.253
C -3.085 -4.136 -4.808
C -2.043 -3.637 -4.090
C -2.406 -2.756 -3.036
C -3.764 -2.618 -2.997
C -4.548 -1.817 -2.100
C -5.946 -1.736 -2.213
C -6.661 -0.965 -1.325
C -5.970 -0.272 -0.340
C -4.591 -0.394 -0.306
N -3.900 -1.143 -1.142
H -3.064 -4.813 -5.641
H -1.024 -3.907 -4.326
H -6.445 -2.284 -2.998
H -7.739 -0.899 -1.397
H -6.483 0.349 0.378
H -4.007 0.134 0.438
C 4.743 -0.506 1.310
C 3.733 -0.070 2.352
C 3.835 1.428 2.568
Sb 1.636 -0.545 1.732
C 0.776 -0.218 3.778
C 0.018 1.098 3.707
C 1.714 -0.228 4.973
C 1.813 -2.767 1.754
C 2.681 -3.352 2.851
C 2.258 -3.260 0.388
H 5.759 -0.257 1.629
H 4.551 0.000 0.367
H 4.703 -1.578 1.136
H 3.951 -0.582 3.292
H 3.615 1.958 1.645
H 4.837 1.715 2.894
H 3.127 1.766 3.321
H 0.050 -1.025 3.893
H 0.705 1.923 3.513
H -0.507 1.304 4.642
H -0.714 1.065 2.901
H 2.380 0.632 4.969
H 2.321 -1.131 5.009
H 1.124 -0.186 5.893
H 0.784 -3.095 1.898
H 3.715 -3.025 2.751
H 2.669 -4.444 2.797
H 2.315 -3.066 3.834
H 3.286 -2.973 0.176
H 1.619 -2.854 -0.399
H 2.195 -4.350 0.341
S -1.603 -1.371 1.729
C -2.327 -2.826 2.343
C -1.606 -3.689 3.173
C -2.198 -4.818 3.699
C -3.530 -5.098 3.441
C -4.265 -4.230 2.648
C -3.672 -3.115 2.097
H -0.575 -3.463 3.409
H -1.613 -5.483 4.322
H -3.993 -5.981 3.857
H -5.314 -4.422 2.461
H -4.246 -2.440 1.477


# 5
115
Properties=species:S:1:pos:R:3 method="wB97M-V/def2-TZVPD" charge=-1 de_lowest_ev=0.000 e_homo_ev=-1.7 total_energy_ha=-2292.7370 e_lumo_ev=2.06
C 2.738 1.708 5.039
C 1.233 1.695 5.135
F 0.735 1.648 3.809
C 0.742 0.529 5.993
C -0.582 -0.066 5.538
C -1.809 0.869 5.265
C -1.936 2.086 6.160
F -1.526 3.263 5.512
H 3.102 2.519 4.399
H 3.100 0.753 4.683
H 3.147 1.843 6.028
H 0.961 2.650 5.591
H 0.590 0.946 6.989
H -0.416 -0.608 4.610
H -0.894 -0.816 6.256
H -2.720 0.284 5.409
H -1.842 1.184 4.234
H -1.376 1.986 7.082
H -2.984 2.230 6.414
C 2.416 -3.303 2.338
C 2.321 -3.096 0.968
C 1.906 -1.862 0.482
C 1.592 -0.831 1.372
C 1.691 -1.044 2.743
C 2.100 -2.280 3.218
H 2.736 -4.266 2.719
H 2.569 -3.895 0.278
H 1.828 -1.701 -0.588
H 1.271 0.135 0.999
H 1.454 -0.256 3.441
H 2.169 -2.436 4.288
C 4.186 -8.085 1.180
C 4.281 -9.207 1.991
C 4.703 -9.078 3.306
C 5.025 -7.826 3.812
C 4.928 -6.704 3.001
C 4.513 -6.833 1.684
H 3.856 -8.187 0.154
H 4.023 -10.182 1.599
H 4.780 -9.953 3.939
H 5.349 -7.724 4.839
H 5.176 -5.727 3.396
H 4.440 -5.957 1.052
C -2.490 5.605 0.379
C -1.595 4.630 0.796
C -1.413 4.380 2.151
C -2.135 5.105 3.087
C -3.034 6.078 2.668
C -3.208 6.330 1.317
H -2.629 5.798 -0.678
H -1.040 4.057 0.063
H -0.714 3.620 2.482
H -1.998 4.900 4.139
H -3.602 6.640 3.400
H -3.907 7.092 0.991
C 2.457 -9.339 -5.096
C 3.345 -9.814 -4.142
C 3.603 -9.069 -3.000
C 2.965 -7.851 -2.809
C 2.075 -7.377 -3.762
C 1.824 -8.119 -4.907
H 2.259 -9.920 -5.988
H 3.839 -10.767 -4.289
H 4.300 -9.437 -2.258
H 3.161 -7.269 -1.917
H 1.577 -6.427 -3.611
H 1.133 -7.747 -5.652
C 3.623 -2.452 -5.249
C 3.714 -3.576 -4.442
C 4.134 -3.453 -3.124
C 4.458 -2.203 -2.611
C 4.365 -1.081 -3.418
C 3.951 -1.205 -4.738
H 3.297 -2.548 -6.276
H 3.456 -4.550 -4.839
H 4.209 -4.332 -2.495
H 4.777 -2.105 -1.581
H 4.614 -0.106 -3.018
H 3.882 -0.328 -5.369
C -6.976 4.235 -0.159
C -7.756 3.345 -0.884
C -7.154 2.325 -1.607
C -5.772 2.191 -1.599
C -4.993 3.081 -0.871
C -5.594 4.105 -0.155
H -7.446 5.032 0.405
H -8.834 3.446 -0.885
H -7.761 1.632 -2.175
H -5.302 1.392 -2.158
H -3.915 2.978 -0.859
H -4.983 4.798 0.407
C -0.824 2.525 -4.058
C -0.831 2.224 -2.704
C 0.332 1.808 -2.074
C 1.508 1.699 -2.798
C 1.518 2.004 -4.151
C 0.353 2.415 -4.782
H -1.734 2.846 -4.547
H -1.750 2.310 -2.137
H 0.320 1.567 -1.019
H 2.417 1.374 -2.308
H 2.435 1.921 -4.716
H 0.362 2.649 -5.840
C -5.793 9.012 -1.730
C -5.676 7.652 -1.477
C -4.923 6.851 -2.323
C -4.282 7.411 -3.419
C -4.397 8.771 -3.671
C -5.155 9.571 -2.828
H -6.382 9.636 -1.070
H -6.171 7.214 -0.620
H -4.836 5.790 -2.126
H -3.690 6.786 -4.076
H -3.894 9.208 -4.525
H -5.247 10.632 -3.025


# 6
15
Properties=species:S:1:pos:R:3 method="wB97M-V/def2-TZVPD" charge=0 de_lowest_ev=3.406 e_homo_ev="-5.7 / -5.7" total_energy_ha=-341.8785 e_lumo_ev="0.83 / 0.83"
C 2.151 -0.647 0.310
N -0.337 -0.868 0.368
C -1.520 -0.133 0.279
C 0.756 -0.186 0.092
C -1.057 1.229 -0.238
O -2.478 -0.810 -0.535
N 0.430 1.130 -0.162
H -3.343 -0.694 -0.130
H -0.342 -1.844 0.618
H 0.990 1.616 -0.853
H 2.796 -0.278 -0.486
H 2.547 -0.273 1.257
H 2.193 -1.734 0.322
H -1.416 1.444 -1.259
H -1.370 2.048 0.418